# 1
DFT (ωB97M-V with the def2-TZVPD basis set) results for a structure of composition C15H15O5Tc.

Cartesian coordinates (Å):
Tc: 0.2287 -0.1603 0.8335
O: 2.6281 -0.1383 -2.1259
C: 1.7326 -0.5781 -1.4852
O: 1.8222 -0.6244 -0.0990
C: 0.4513 -1.1608 -2.0669
C: -0.0367 -2.3371 -1.2171
C: -1.0837 -3.1709 -1.9317
C: -2.3196 -2.2388 -1.9179
C: -1.7940 -1.0109 -1.1971
O: -0.8489 -1.5996 -0.2144
C: -0.8132 -0.2038 -2.0479
C: -0.6259 1.2041 -1.4677
O: -0.5103 2.1679 -2.1599
O: -0.6529 1.3119 -0.1085
H: 0.6821 -1.4544 -3.0880
H: 0.7401 -2.8845 -0.6927
H: -1.2749 -4.0934 -1.3889
H: -0.7508 -3.4300 -2.9349
H: -3.1458 -2.6831 -1.3681
H: -2.6746 -1.9800 -2.9135
H: -2.5269 -0.4214 -0.6547
H: -1.1731 -0.0520 -3.0624
C: 0.0763 -0.3186 2.8733
C: 0.5909 1.0409 2.7339
C: -0.2446 2.1777 2.8455
C: 0.1869 3.3927 2.3796
C: 1.4392 3.5101 1.7615
C: 2.2779 2.4218 1.6504
C: 1.8712 1.1804 2.1484
H: -0.9264 -0.4353 3.2781
H: 0.7785 -1.1060 3.1552
H: -1.2289 2.0684 3.2834
H: -0.4506 4.2618 2.4650
H: 1.7526 4.4707 1.3756
H: 3.2547 2.5218 1.1982
H: 2.5682 0.3513 2.1608

LUMO (alpha / beta): -0.1784 / -0.1887 hartree
charge: +1
calculated total energy: -1037.3141 a.u.
Kohn-Sham gap (alpha / beta): 7.96 / 7.50 eV
<S²>: 0.758
spin multiplicity: 2
energy above the lowest of the compared OMol25 structures with the same formula, charge and spin: 0.0000 eV


# 2
DFT (ωB97M-V with the def2-TZVPD basis set) results for a structure of composition C15H16AsCrF3NO7S3.

Cartesian coordinates (Å):
Cr: -0.7010 -0.3637 0.3868
F: -5.8973 1.2320 0.1254
C: -5.5496 0.8075 -1.1026
F: -5.0877 1.8774 -1.7782
F: -6.7045 0.4446 -1.7173
C: -4.5709 -0.3279 -1.0734
C: -4.9029 -1.5395 -1.6522
C: -3.9996 -2.5900 -1.6381
C: -2.7733 -2.3870 -1.0341
N: -2.4501 -1.2276 -0.4708
C: -3.3077 -0.1787 -0.4707
S: -2.6777 1.2296 0.3044
H: -5.8721 -1.6586 -2.1172
H: -4.2416 -3.5419 -2.0878
H: -2.0057 -3.1484 -0.9790
O: 0.6890 -3.8869 2.2829
S: 0.5136 -2.7447 1.4196
O: -0.0325 -3.0199 0.1071
O: -0.2210 -1.6326 2.0815
C: 2.1700 -2.0610 1.2049
C: 2.9913 -2.3017 2.3102
C: 4.2869 -1.8347 2.3689
C: 4.7955 -1.1138 1.2985
C: 3.9926 -0.8599 0.2060
C: 2.6675 -1.3089 0.1375
S: 1.9233 -0.8518 -1.4595
O: 2.3148 -1.9031 -2.3635
O: 2.5348 0.4486 -1.7423
O: 0.4570 -0.6983 -1.3438
H: 2.5788 -2.8838 3.1217
H: 4.8955 -2.0421 3.2405
H: 5.8162 -0.7509 1.3085
H: 4.3791 -0.2958 -0.6302
C: -0.0280 3.7605 1.3362
As: 0.9164 2.4386 0.3046
C: 2.7865 2.8435 0.3652
C: 0.3073 2.6043 -1.5032
O: 0.6779 0.9448 1.0010
H: 0.2217 4.7686 1.0087
H: 0.2327 3.6281 2.3846
H: -1.0929 3.5764 1.2008
H: 2.9706 3.8884 0.1215
H: 3.2480 2.1768 -0.3620
H: 3.1503 2.6151 1.3651
H: 0.4828 3.6185 -1.8621
H: -0.7562 2.3714 -1.5194
H: 0.8724 1.8785 -2.0846

LUMO (alpha / beta): 0.0923 / 0.0922 hartree
charge: -1
calculated total energy: -5937.2619 a.u.
Kohn-Sham gap (alpha / beta): 7.20 / 8.00 eV
<S²>: 6.010
spin multiplicity: 5
energy above the lowest of the compared OMol25 structures with the same formula, charge and spin: 0.0000 eV


# 3
DFT (ωB97M-V with the def2-TZVPD basis set) results for a cluster of 2 separate species, C15H16BF9O8 in total.

Cartesian coordinates (Å):
C: 2.4510 2.7563 -1.7788
C: 2.3899 3.6699 -0.5645
O: 1.5539 4.8013 -0.7939
B: 0.2916 4.8114 -0.2326
O: 0.1011 4.9677 1.1096
C: -0.8789 4.5498 -1.2474
C: -1.8149 3.5821 -1.2573
C: -2.2373 2.5919 -0.2149
C: -1.0638 1.8568 0.4603
C: -1.5045 0.6644 1.2962
F: -2.6985 0.9313 1.8887
F: -0.5898 0.4698 2.2914
C: -1.6563 -0.7290 0.6048
F: -1.6980 -1.6463 1.5974
F: -2.8290 -0.8033 -0.0552
C: -0.4945 -1.1728 -0.3428
F: 0.6741 -0.6849 0.1139
F: -0.4190 -2.5153 -0.2883
C: -0.6640 -0.7976 -1.8610
F: -1.4739 0.2414 -2.0266
F: 0.5261 -0.4692 -2.3584
F: -1.1362 -1.8212 -2.5410
C: -2.3297 3.5151 -2.6663
O: -2.7818 2.5690 -3.2380
O: -1.9874 4.6901 -3.3100
C: -1.1905 5.4084 -2.4275
O: -0.9997 6.5817 -2.5358
H: 2.9606 1.8254 -1.5139
H: 1.4499 2.5002 -2.1341
H: 3.0173 3.2116 -2.5934
H: 3.4007 4.0120 -0.3242
H: 2.0614 3.0742 0.3012
H: 0.8691 4.6415 1.5996
H: -2.9931 1.9201 -0.6244
H: -2.7314 3.1806 0.5655
H: -0.6059 2.5418 1.1785
H: -0.3021 1.5789 -0.2671
C: 2.5843 -8.2748 2.2788
O: 1.5943 -7.3958 2.8187
C: 1.2756 -6.3756 2.0222
O: 1.7445 -6.1586 0.9354
O: 0.3518 -5.6395 2.6359
C: -0.0864 -4.5028 1.8847
H: 2.7392 -9.0455 3.0277
H: 2.2336 -8.7247 1.3521
H: 3.5153 -7.7405 2.0998
H: -0.5373 -4.8159 0.9459
H: 0.7461 -3.8304 1.6903
H: -0.8276 -4.0013 2.4986

LUMO: -0.0345 hartree
calculated total energy: -2106.8773 a.u.
SMILES: CCOB(O)C1=C(CCC(F)(F)C(F)(F)C(F)(F)C(F)(F)F)C(=O)OC1=O.COC(=O)OC
Kohn-Sham gap: 9.93 eV
energy above the lowest of the compared OMol25 structures with the same formula, charge and spin: 0.0000 eV


# 4
DFT (ωB97M-V with the def2-TZVPD basis set) results for a structure of composition C15H16BrClFN2O2RhSi at a distorted geometry.

Cartesian coordinates (Å):
Rh: -0.9083 -0.0471 0.4398
C: 1.3388 -2.8503 -0.0277
Si: 2.2833 -1.2052 -0.0685
C: 3.2983 -1.1675 1.5669
C: 3.3158 -1.1889 -1.6841
N: 1.2518 0.2150 -0.0300
C: 1.6541 1.4896 -0.0994
C: 3.0048 1.9178 -0.0853
C: 3.3433 3.2512 -0.0543
C: 2.3728 4.2462 -0.0523
C: 1.0359 3.8803 -0.1385
C: 0.7183 2.5479 -0.1696
F: -0.6128 2.2007 -0.2770
H: 2.0552 -3.6633 0.0496
H: 0.7438 -3.0066 -0.9203
H: 0.6665 -2.9093 0.8231
H: 3.9023 -2.0629 1.6672
H: 2.6060 -1.1425 2.4033
H: 3.9531 -0.3081 1.6562
H: 3.9236 -2.0855 -1.7413
H: 3.9767 -0.3352 -1.7888
H: 2.6534 -1.1955 -2.5449
H: 3.7712 1.1648 -0.0700
H: 4.3855 3.5302 -0.0239
H: 2.6418 5.2878 0.0206
H: 0.2435 4.6123 -0.1732
Br: -3.7037 2.6017 -0.0305
C: -4.2472 0.7868 -0.0503
C: -5.6030 0.4936 -0.0144
C: -5.9801 -0.8402 -0.0286
C: -4.9943 -1.8112 -0.1008
C: -3.6686 -1.4140 -0.1377
N: -3.2963 -0.1327 -0.0973
C: -2.5458 -2.4654 -0.2319
O: -2.8539 -3.6412 -0.2025
O: -1.3797 -1.9871 -0.3620
H: -6.3311 1.2884 0.0057
H: -7.0199 -1.1170 0.0295
H: -5.2034 -2.8687 -0.1317
Cl: -0.7927 -0.0702 2.6738

LUMO (alpha / beta): -0.0943 / -0.0905 hartree
calculated total energy: -4375.2979 a.u.
Kohn-Sham gap (alpha / beta): 5.42 / 5.50 eV